The following is a DFT calculation (ωB97M-V/def2-TZVPD) of 11 unconnected molecules or ions with the total composition C42H116N10O12 at a distorted geometry.

Charge: 0
Highest occupied orbital energy in Ha: -0.30360
M in Da: 953.45
Lowest unoccupied orbital energy in eV: 0.5

```
180
Properties=species:S:1:pos:R:3:forces:R:3
O -23.2793 -0.2648 -7.2405 -0.46 1.43 -2.04
O -21.2732 -8.2623 -1.8206 -1.28 1.16 1.83
O -26.8700 -4.3024 -6.1062 -0.55 0.12 -0.02
O -24.7381 -7.1115 -4.1994 -0.68 -0.18 -0.40
O -28.5580 -7.4431 -3.2888 -1.25 -1.31 -0.54
O -25.5513 -10.7559 -8.2479 -0.59 -1.09 -0.16
O -18.8020 -2.9864 -6.9008 -1.44 -0.18 1.18
O -22.5729 1.0182 -0.5167 -1.10 1.00 -0.43
O -22.5118 -7.2649 -9.5364 0.99 1.32 -0.40
O -22.4990 -5.1343 -4.4376 -0.74 0.08 -0.21
O -26.4799 -0.7293 -3.7066 -0.58 0.05 0.08
O -23.9062 -12.1239 -3.5909 -0.06 0.29 0.08
N -20.2365 0.2287 -1.5949 0.44 1.51 1.07
N -20.0968 -6.3003 -7.9239 -1.20 0.22 0.10
N -24.9207 -3.3031 -7.7464 0.23 -0.12 -1.35
N -23.2394 -9.1010 0.1107 0.84 -0.89 0.14
N -25.0892 -4.0071 -3.6017 -1.96 -0.88 2.01
N -26.8001 -8.6486 -5.5386 -1.85 -0.90 0.90
N -26.5929 -11.1901 -3.7699 0.49 -1.21 -1.42
N -29.9174 -10.3997 -2.4338 -0.44 0.31 -0.99
N -23.6119 1.7174 -9.5227 0.02 -0.94 0.48
N -21.8315 -5.0326 -12.3952 -0.53 0.68 0.90
C -27.9665 -3.3635 -5.9153 0.76 -0.86 1.19
C -25.6391 -11.2907 -1.4929 -0.54 2.05 0.43
C -21.7944 -5.4789 -10.9681 -1.38 -1.82 -0.58
C -26.7658 -4.7759 -7.4472 -0.85 0.19 -0.74
C -30.2982 -8.9677 -2.6459 0.26 -0.65 2.33
C -21.4147 0.9047 -10.3797 0.51 0.05 0.77
C -31.5978 -8.6097 -1.9223 -0.95 0.05 -0.06
C -25.4910 -1.7202 -3.8318 0.06 0.54 1.20
C -20.0798 -7.5997 -2.1338 0.56 1.45 -0.56
C -22.1860 -7.2781 -1.1216 0.53 -0.30 -2.87
C -27.7903 -6.3457 -2.9657 1.39 -0.76 0.23
C -29.1800 -8.0425 -2.1633 -0.56 2.03 -0.10
C -19.2904 -2.6641 -5.5404 3.08 -0.14 -0.96
C -22.7534 -12.4381 -4.3345 0.57 0.30 0.66
C -25.3780 -2.7334 -1.5053 -0.63 0.56 0.36
C -24.4149 -6.9524 -0.0594 1.61 1.66 1.24
C -19.5846 -3.9822 -7.5872 -0.09 1.20 0.44
C -23.2861 -8.3434 -9.1542 -0.51 0.39 -0.04
C -26.2129 -3.6865 -8.3294 0.91 -0.31 -0.75
C -21.4079 -0.5195 -1.9212 -1.62 0.97 0.05
C -26.8293 -9.3060 -6.8778 0.42 0.92 1.26
C -22.2507 -4.4952 -9.8948 0.67 1.69 -1.04
C -22.8024 -1.0528 -6.2459 1.37 -2.33 -0.04
C -21.0269 -1.9143 -2.2323 0.11 -1.67 0.82
C -25.6334 -10.2201 -6.9610 1.02 1.92 -0.65
C -19.3684 -5.3825 -7.0835 0.35 -1.04 0.91
C -24.2321 -10.7507 -3.4957 1.04 0.63 -1.32
C -26.0161 -4.1575 -9.8125 -0.20 2.74 2.35
C -26.9378 -8.2193 -7.9107 0.36 -1.62 -0.60
C -22.2065 0.1885 -8.0329 0.01 0.68 -1.74
C -25.8849 -2.9119 -2.9364 1.32 0.87 -1.13
C -26.1447 0.5709 -4.0905 1.44 0.84 0.68
C -22.6290 0.6165 -9.4808 -0.50 -1.47 0.04
C -25.5794 -10.6296 -2.9060 -1.13 -0.48 1.66
C -22.3717 -0.3336 -0.7378 1.21 -1.30 1.08
C -22.9242 -6.0299 -5.4936 0.73 0.40 0.18
C -23.7543 1.2977 0.2234 1.00 -2.13 0.94
C -23.4751 -7.9095 -0.6942 0.48 -1.42 0.37
C -24.4232 -11.5902 -8.3445 -0.91 -0.44 0.48
C -23.5448 -7.3069 -4.9453 -0.46 0.17 -0.05
C -22.6609 -6.8044 -10.8658 0.04 0.87 -0.04
C -17.9049 -5.7917 -7.1961 0.76 -0.49 -1.47
H -27.6868 -9.9108 -6.9785 -1.27 -1.03 0.01
H -17.6819 -6.7467 -6.6591 -0.22 0.77 -0.45
H -22.4329 -9.5449 -0.3769 -0.66 0.02 1.17
H -22.6524 -8.8796 -8.4629 -0.42 -0.30 0.70
H -19.6248 -7.0607 -8.3991 -0.45 0.45 0.27
H -21.7053 -4.6002 -8.9428 -0.54 0.19 -0.74
H -23.7998 2.3249 0.2279 -0.51 2.39 0.03
H -25.6979 -1.7831 -1.0578 0.34 0.27 -0.55
H -21.9288 -2.5019 -2.5351 0.81 0.11 0.31
H -26.8261 -9.4506 -4.8253 -0.13 1.28 -1.10
H -23.1418 -0.2763 -9.8935 0.17 0.30 0.11
H -21.6491 -6.8342 -0.3323 0.77 0.44 1.28
H -21.8230 -0.7022 -5.8668 -0.45 -0.23 0.16
H -23.4476 -5.4807 -6.3012 -0.55 -0.28 0.62
H -20.1588 -3.1635 -5.2076 -1.23 -0.67 -0.12
H -27.0204 1.1384 -4.3569 -0.56 -0.05 0.00
H -18.4553 -2.9628 -4.8557 -0.71 0.28 -0.33
H -22.9190 -13.4744 -4.5834 0.56 -0.39 -0.21
H -24.5103 1.3311 -9.1708 0.87 0.61 -0.16
H -19.3857 -1.5867 -5.4897 -0.23 0.22 0.03
H -20.2887 -1.9488 -3.0419 -0.24 0.05 0.05
H -22.0264 -0.1295 -2.7481 0.41 0.26 -0.36
H -19.1874 -3.9581 -8.6056 -0.45 0.12 -0.14
H -25.1136 -2.9008 -6.8590 0.06 0.34 0.95
H -25.8437 -9.5800 -2.8348 0.36 0.47 0.34
H -26.8683 -6.7655 -2.5055 0.05 0.90 -0.25
H -23.2500 2.3494 -8.8183 -0.51 0.55 0.05
H -24.3041 -2.8540 -1.4338 0.29 0.20 -0.23
H -23.6225 0.9683 1.2927 -0.25 0.05 -0.84
H -22.8612 -7.7460 -4.2264 0.68 -0.17 -0.16
H -19.3663 -8.2953 -2.5334 0.11 -0.59 -0.35
H -17.1848 -5.0196 -6.9061 -0.33 -0.11 0.29
H -24.5168 -2.5626 -8.3217 0.04 -0.09 0.25
H -25.6244 -4.2961 -4.4210 0.24 -0.08 -0.23
H -25.6533 -10.9394 -6.1485 -0.06 -0.42 -0.05
H -25.2464 -4.8602 -9.7579 1.11 -1.30 -0.51
H -27.5320 -11.2204 -3.4012 -0.02 0.04 0.46
H -27.5838 -2.4934 -5.3726 -0.03 -0.12 -0.02
H -24.8341 -6.3574 -0.8233 -0.05 1.42 -0.92
H -25.7889 -3.3913 -0.7556 -0.35 -0.97 -0.16
H -23.3045 -4.3397 -9.7386 -0.54 -0.96 0.24
H -22.0544 -3.5086 -10.3741 0.66 -0.14 0.74
H -23.5350 -1.1248 -5.5013 -0.80 0.15 1.39
H -21.8833 -0.7068 0.1833 0.00 -0.41 -0.21
H -23.4328 -8.9745 -10.0101 -0.47 -0.66 -0.46
H -19.6885 -5.4597 -6.0008 0.20 0.13 -0.85
H -23.9055 -8.3032 -1.5972 -0.53 -0.03 -0.67
H -22.0140 -6.3619 -6.0127 0.13 0.05 0.33
H -22.6749 -11.8420 -5.2364 -0.19 0.19 -0.43
H -23.7239 -8.0213 -5.7738 0.15 0.28 0.25
H -28.2816 -5.7036 -2.2547 -0.35 0.52 0.39
H -25.4287 -7.6834 -4.6229 0.11 0.56 0.07
H -23.2762 -4.6251 -4.0744 0.59 -0.67 -0.64
H -25.2387 -4.7995 -2.9411 0.59 0.20 -0.88
H -23.8695 -6.3188 0.7377 -0.97 -0.76 -1.21
H -25.6420 -12.3618 -1.5630 -0.16 -0.47 -0.05
H -22.5648 -4.3113 -12.5315 0.57 -0.70 0.14
H -19.6858 0.5383 -2.3662 0.32 -0.27 -0.85
H -27.8584 -7.6835 -7.7863 -0.56 0.25 -0.14
H -24.7079 -9.6014 -6.8800 -0.34 -0.12 0.64
H -17.7137 -5.9455 -8.3267 -0.14 0.04 1.63
H -24.4678 -1.3911 -3.5537 -0.42 0.18 0.13
H -26.0976 -5.6489 -7.5543 -0.32 0.48 0.75
H -21.7501 1.0076 -7.5213 0.34 1.18 0.42
H -20.9512 -4.5647 -12.5821 -0.09 0.04 -0.14
H -27.7769 -5.0501 -7.8321 0.48 -0.10 0.31
H -22.3905 -6.5021 -1.8866 0.04 -0.11 0.32
H -32.0455 -7.6475 -2.2576 0.49 -0.47 0.09
H -20.2743 -6.8127 -2.8989 0.12 -0.39 0.26
H -30.5495 -11.0426 -2.9694 0.70 0.92 0.98
H -25.7147 -3.2287 -10.3327 -0.06 -0.76 -0.28
H -20.4920 1.1079 -1.1319 0.00 -0.51 -0.07
H -20.7719 -5.7379 -10.7472 0.43 -0.20 0.05
H -28.4692 -8.5500 -1.5353 0.54 -0.46 0.33
H -20.6102 0.1197 -10.2605 -0.83 0.89 -0.13
H -23.7196 -6.4767 -11.0434 0.52 -0.43 -0.05
H -27.7480 -8.1574 -5.4369 1.88 -0.82 0.14
H -22.7178 -2.0960 -6.6527 0.53 0.46 0.51
H -24.5566 -12.2551 -9.1810 0.21 -0.05 -0.41
H -26.2828 -12.1402 -4.0296 -0.54 0.60 0.18
H -21.0271 1.8941 -10.0819 0.24 -0.38 -0.10
H -27.0003 -2.9179 -2.9684 0.63 -0.74 -0.02
H -28.7379 -3.8502 -5.2789 0.29 0.28 -0.57
H -25.4432 0.6644 -4.9465 -0.23 -0.45 0.32
H -25.6719 1.0793 -3.2090 -0.16 -0.14 -0.72
H -21.7736 -12.2713 -3.7909 -1.08 -0.31 -0.19
H -28.3605 -3.0117 -6.8450 -0.42 0.00 -0.59
H -21.3716 -0.5016 -8.1257 -0.21 -0.87 0.01
H -24.2601 -12.1767 -7.4449 -0.41 -0.46 0.31
H -25.2946 -7.3480 0.3578 -0.80 -1.25 0.93
H -23.5288 -10.2057 -2.8529 0.16 -0.12 -0.07
H -27.6126 -5.8348 -3.9002 0.51 0.34 -0.10
H -30.3572 -8.7923 -3.6673 -0.33 0.17 -1.97
H -25.4381 -1.9822 -4.8689 0.05 -0.65 -0.77
H -21.1043 -6.1427 -8.0553 1.10 -0.74 -0.07
H -23.3177 -0.8608 -0.8182 -0.16 -0.18 -0.51
H -31.4022 -8.4917 -0.8320 -0.29 -0.36 -0.62
H -24.2656 -7.9792 -8.7604 0.63 -0.67 -0.02
H -20.6862 -3.7137 -7.5370 1.15 -0.19 -0.19
H -26.8560 -2.8216 -8.3375 -0.71 0.33 -0.04
H -32.3792 -9.3899 -2.1237 0.68 0.60 0.43
H -24.1957 -10.2624 -4.5195 0.01 -0.51 0.89
H -26.1295 -7.5648 -7.7468 0.99 0.93 -0.03
H -24.6708 0.8497 -0.1921 0.35 0.03 -0.07
H -20.4976 -2.3346 -1.3181 -0.81 0.13 -1.07
H -26.8413 -8.7029 -8.8908 -0.25 0.48 -0.02
H -22.3910 -7.6248 -11.5900 -0.08 0.93 0.48
H -19.5102 -7.0662 -1.3235 -0.96 -0.56 0.00
H -23.5603 -10.9918 -8.3773 1.47 0.82 -0.67
H -26.9416 -4.5274 -10.1534 -0.93 -0.56 -0.81
H -26.5817 -10.8765 -1.0441 0.56 -0.86 -0.19
H -21.6807 1.0010 -11.4361 -0.16 -0.20 0.24
H -29.9931 -10.5748 -1.4400 -0.12 -0.44 -0.01
H -29.5404 -7.1251 -1.5826 -0.16 -1.41 -0.22
H -23.0573 -8.9724 1.1239 0.12 0.22 -1.17
H -24.8448 -10.9618 -0.7964 -0.13 -0.10 -0.53
```
Positions in Å, forces in eV/Å.